Entry 1:
{
  "formula": "C19H39NO7P",
  "method": "ωB97M-V with the def2-TZVPD basis set",
  "symbols": ["H", "N", "O", "H", "C", "C", "P", "H", "H", "H", "H", "H", "H", "H", "H", "O", "C", "C", "C", "H", "H", "H", "C", "H", "C", "H", "H", "C", "C", "H", "H", "C", "H", "H", "H", "O", "C", "H", "C", "H", "C", "O", "C", "C", "H", "H", "O", "H", "C", "H", "H", "H", "C", "H", "O", "C", "H", "H", "H", "C", "H", "H", "O", "H", "H", "H", "H"],
  "xyz": [[4.391745, -1.266707, -1.123739], [-2.329437, -0.303613, -1.123382], [-3.170020, -0.111208, -2.056796], [3.708822, 0.085389, -3.596346], [-0.959643, -0.566822, -1.626372], [-0.611146, 0.463240, -2.714848], [3.943037, 1.915854, -0.656616], [-3.660406, -1.039740, 1.024208], [1.090727, 1.806627, -1.097813], [-0.022081, -2.161554, -2.759398], [-7.368084, -1.857947, 1.296256], [-1.173668, 2.121062, -0.431273], [-0.551749, 0.043006, 2.408937], [2.749484, -1.694733, -1.558805], [1.193215, -2.866394, 1.982644], [5.248294, 1.813596, 0.274773], [-2.740853, -0.494343, 1.285527], [1.254761, 1.569231, -0.046664], [6.136720, 0.693564, 0.215616], [0.826556, 1.116110, 2.379069], [2.692960, -0.076031, 0.037356], [-1.059509, 0.164854, -3.658924], [0.130389, 0.623844, 0.421067], [-6.892703, 1.125668, 1.628985], [-7.561573, 0.219982, 1.764975], [-0.184020, -1.482241, 0.128409], [-3.581570, 2.139374, -0.737861], [0.382587, 0.240761, 1.890959], [6.161120, -0.060063, 1.542576], [-3.745948, 1.952662, 1.004543], [-0.330487, -2.068278, 2.450251], [-2.462050, 0.490257, 0.147651], [0.464818, 0.557257, -2.858154], [-2.984478, 0.014009, 2.214879], [4.057026, -1.957357, -2.696586], [-8.819794, 0.378761, 1.274779], [-6.710900, -0.957830, 1.171599], [-1.763077, -1.975603, -3.041851], [3.472427, 0.121031, -2.535521], [-6.731765, -0.774925, 0.062719], [-3.682663, 1.404823, 0.063805], [4.336042, 1.143291, -2.009774], [-1.215924, 1.362593, 0.354373], [0.752889, -2.041051, 2.541887], [1.011136, -2.174660, 3.595994], [2.430962, 0.432091, -2.471886], [-5.445401, -1.111764, 1.686822], [7.127033, 1.082782, -0.017733], [3.676892, -1.273051, -1.940905], [1.172272, 2.519972, 0.480911], [5.489588, -0.917236, 1.503397], [-7.516664, 0.047049, 2.879897], [2.655608, 0.996506, 0.207719], [-1.384007, 1.906845, 1.286632], [3.596288, 3.321321, -0.888317], [0.058516, -0.617408, -0.489661], [-1.011238, 1.445115, -2.473358], [-1.180833, -2.720024, -1.538893], [1.020220, -0.846221, -0.952537], [-0.983975, -1.951904, -2.284926], [5.889311, 0.585545, 2.369940], [-4.601617, 0.829355, -0.018174], [1.303514, -0.832497, 2.054629], [5.874584, 0.011488, -0.585536], [-1.922491, -1.208961, 1.402849], [2.899921, 1.133712, 1.261815], [7.160310, -0.468465, 1.694201]],
  "forces_ev_per_a": [[0.0452, 0.0478, 0.0949], [0.6651, 0.9799, -0.0621], [-0.2305, -0.2373, -0.0668], [0.0178, 0.1085, -0.0554], [0.0454, -0.5528, -0.3066], [-0.1366, 0.1558, 0.0539], [-0.4005, 0.6448, 0.1619], [-0.3902, -0.0162, 0.3557], [0.1051, -0.0143, -0.0826], [0.0707, 0.0042, -0.0357], [0.0697, -0.0277, 0.0524], [-0.0204, 0.0438, -0.0564], [-0.0678, -0.1872, -0.0502], [-0.0214, 0.0039, 0.0042], [-0.0565, -0.0882, -0.0789], [0.0861, -0.4510, -0.5954], [0.2906, -0.3491, -0.6869], [-0.2655, -0.1918, 0.0043], [0.2758, 0.0259, 0.5028], [-0.0175, 0.0517, 0.0732], [0.0988, -0.0246, -0.0535], [-0.0585, 0.0020, -0.0529], [-0.0274, -0.0305, -0.1958], [-0.0316, 0.0176, -0.0593], [0.0166, -0.0162, -0.0025], [-0.0301, -0.0750, -0.0659], [-0.0774, -0.0951, -0.1682], [0.2647, 0.2585, 0.0898], [0.0886, -0.3071, -0.4958], [-0.0347, -0.0439, 0.0799], [-0.0735, -0.0530, -0.0769], [-0.6127, -0.0445, 0.4408], [0.0420, -0.1049, -0.0148], [0.1119, 0.0364, 0.1311], [0.0635, -0.0509, -0.0318], [0.1068, 0.0108, 0.0624], [-0.1891, 0.0691, 0.0674], [-0.0903, -0.0347, -0.0189], [0.0114, -0.0902, -0.4719], [0.1081, 0.0144, 0.0044], [0.1759, 0.0882, 0.0234], [0.0059, -0.4637, 0.4256], [0.0515, 0.0114, -0.0740], [0.1900, 0.0586, 0.1520], [-0.0225, 0.0136, 0.0955], [0.0267, 0.0766, 0.1961], [0.0184, 0.0196, -0.2294], [0.0165, 0.1584, 0.0213], [0.0402, -0.0906, -0.0872], [-0.0122, 0.0707, 0.0191], [-0.2308, 0.1021, 0.1942], [-0.0516, -0.0318, -0.0001], [0.0673, 0.3235, -0.0003], [0.0524, 0.0878, 0.0653], [0.0625, -0.0051, 0.0614], [-0.2631, -0.0514, 0.3820], [0.0469, 0.0802, 0.0329], [-0.0676, -0.0734, 0.0146], [0.0713, 0.0755, 0.0873], [0.0633, 0.1035, 0.0978], [0.0395, 0.0772, 0.0981], [-0.0588, -0.0409, -0.0512], [-0.0152, -0.0398, -0.1116], [-0.0880, 0.0864, -0.1975], [0.0263, 0.0032, 0.1463], [0.0447, -0.0809, 0.0708], [0.0592, 0.0521, 0.1741]],
  "max_force_ev_per_a": 1.19,
  "homo_ev": 1.839,
  "multiplicity": 2,
  "lumo_ev": 3.28,
  "homo_lumo_gap_ev": 1.44,
  "charge": -2,
  "energy_ha": -1669.98823
}

---

Entry 2:
{
  "formula": "C19H39O2P3SZr",
  "method": "ωB97M-V with the def2-TZVPD basis set",
  "symbols": ["H", "H", "O", "H", "C", "H", "H", "H", "H", "H", "H", "C", "C", "C", "C", "C", "H", "H", "C", "H", "P", "C", "C", "H", "P", "H", "O", "H", "H", "H", "C", "H", "P", "H", "H", "H", "H", "C", "C", "H", "H", "H", "C", "Zr", "H", "S", "H", "C", "H", "H", "H", "C", "H", "C", "H", "H", "C", "C", "H", "H", "H", "H", "H", "H", "C"],
  "xyz": [[1.138691, -3.517039, 2.093300], [-1.474688, 3.455313, 1.892645], [-2.069862, 0.992042, 1.658299], [1.134584, 4.226132, -1.201964], [1.428433, -0.067710, -2.845384], [-2.734853, 2.773121, -1.947669], [1.566540, -2.826656, 3.695384], [1.171166, -2.210129, -2.495388], [-1.357739, 4.995568, 0.984615], [-0.668529, -0.936126, 4.553562], [-1.163314, 2.172070, -3.253203], [-2.584158, 3.306144, -1.002192], [3.451374, -1.976277, -0.686861], [3.991068, 0.832658, -0.565110], [-0.742553, -1.211265, -2.743495], [-1.454504, -3.466072, -0.117613], [-4.359649, -2.622417, -0.657582], [-3.558259, -1.143326, 2.072043], [3.467887, -0.634255, 1.805016], [1.358245, 2.094090, -3.117299], [-2.233720, -1.841839, 0.175946], [0.107462, -0.449416, 3.952104], [-0.647305, 1.224785, -3.075281], [1.077682, -0.478859, 4.460308], [2.861405, -0.440427, 0.100276], [3.086407, -1.565076, 2.247566], [1.307501, 1.830260, 1.707143], [-3.269118, 2.892870, -0.250953], [3.906860, 1.747817, 0.036102], [-3.350485, -1.963819, -1.988619], [-1.407957, 0.031972, -2.947541], [-2.239571, -4.230971, -0.195732], [-0.858821, 3.099045, -0.431281], [-2.265404, -2.268088, 2.571088], [-0.317555, 5.259867, -1.378927], [2.839230, -2.810508, -0.319976], [4.567981, -0.655614, 1.791125], [-3.017247, -2.058225, 1.795984], [0.774101, 1.175633, -3.027745], [3.131969, 0.207598, 2.424102], [-4.177523, -0.852449, -0.864560], [-2.502117, 0.079797, -2.971857], [0.675072, -1.261712, -2.681707], [-0.041578, 0.230039, -1.179942], [-0.883737, -3.436107, -1.053915], [0.251526, -1.325591, 2.374167], [3.347433, -1.912174, -1.775695], [0.078778, 4.242880, -1.499466], [2.515132, -0.101226, -2.823390], [-2.792824, 4.374540, -1.144672], [-0.176805, 0.588584, 3.758427], [-3.667391, -1.820858, -0.948972], [-1.320896, -2.127882, -2.644743], [0.768679, -2.945821, 2.953157], [-3.726597, -2.897619, 1.733870], [-0.096386, -3.455580, 3.395809], [1.026025, 1.339195, 0.672580], [-0.891754, 4.010976, 1.146052], [-0.770683, -3.717801, 0.703176], [5.023619, 0.459940, -0.526855], [0.000236, 3.935979, -2.547690], [4.503778, -2.151122, -0.425286], [3.723178, 1.069048, -1.602485], [0.128437, 4.146372, 1.527409], [-1.586877, 0.585724, 0.659788]],
  "forces_ev_per_a": [[-0.0423, 0.0448, 0.2819], [0.1210, 0.2697, -0.1162], [1.8550, -2.1658, -4.6664], [-0.1374, 0.1753, -0.1018], [0.6009, -0.3525, -2.1137], [-0.1925, 0.2422, 0.1401], [-0.1860, -0.1216, -0.1596], [0.0161, 0.0775, -0.1219], [0.1042, -0.3431, -0.2224], [0.2154, 0.1560, -0.0497], [0.2560, -0.3363, -0.0201], [0.0676, -0.5468, 0.0052], [-0.6983, -0.1349, -0.1525], [-0.5967, 0.3073, -0.1155], [-0.2821, -0.8155, -1.4382], [0.4790, 0.2094, -0.1601], [0.1651, 0.1541, -0.0763], [-0.0156, -0.3086, 0.0369], [-0.6617, 0.1002, 0.5852], [-0.1673, -0.2213, -0.0269], [-0.3487, -1.7031, -0.3858], [-0.0370, 0.0667, 0.0371], [-0.9233, 0.1190, -2.3085], [-0.2636, 0.0278, -0.0402], [1.4383, -0.6239, -0.5167], [0.1878, 0.3067, -0.2246], [-1.0511, -2.2040, -5.0219], [0.0380, 0.1811, -0.1864], [0.1576, -0.1583, -0.1533], [-0.2721, -0.0948, 0.1849], [-0.2002, 0.4440, -1.8038], [0.1300, 0.1669, 0.0559], [-0.7356, 1.4628, -1.3856], [-0.3256, 0.0768, -0.3819], [0.0750, -0.2301, -0.0499], [0.2628, 0.0302, -0.0984], [-0.2558, 0.0537, -0.2275], [0.1671, 0.6662, 0.6828], [0.5369, 0.1285, -1.3212], [0.1954, -0.2225, -0.0695], [-0.1040, -0.2497, -0.0417], [0.3673, -0.0227, -0.0236], [0.2275, -0.5009, -1.8141], [-0.4942, 1.8988, 14.2901], [-0.1225, -0.2974, 0.2276], [-0.0002, 0.3577, -0.3975], [0.2306, -0.1399, 0.1670], [0.3142, -0.4810, -0.0099], [-0.2132, -0.0784, -0.0736], [0.0354, -0.2245, 0.0577], [0.0311, -0.1590, 0.0759], [0.2884, 0.6158, -0.2166], [0.1749, 0.1983, -0.1476], [-0.0159, -0.3596, -0.0361], [0.1625, 0.2189, -0.2187], [0.3434, 0.0133, -0.0137], [0.7623, 2.1521, 4.8192], [0.4388, -0.7983, 0.7329], [-0.2435, 0.0395, -0.2057], [-0.2377, 0.0576, 0.0071], [0.0194, 0.2921, 0.1059], [-0.2192, 0.1121, -0.0433], [0.3213, 0.0806, 0.1999], [-0.2781, 0.0940, -0.0506], [-1.4650, 2.2969, 4.3157]],
  "max_force_ev_per_a": 14.42,
  "homo_ev": [-20.210, -20.212],
  "multiplicity": 1,
  "lumo_ev": [-15.61, -15.61],
  "homo_lumo_gap_ev": [4.60, 4.60],
  "charge": 4,
  "energy_ha": -2365.48113
}

---

Entry 3:
{
  "formula": "C19H40B2N2O9Si",
  "method": "ωB97M-V with the def2-TZVPD basis set",
  "symbols": ["C", "H", "H", "H", "H", "O", "H", "C", "H", "O", "H", "C", "H", "H", "H", "H", "H", "H", "O", "H", "C", "H", "H", "C", "H", "C", "H", "O", "H", "C", "H", "H", "O", "H", "N", "C", "H", "N", "H", "H", "H", "C", "Si", "C", "C", "O", "H", "H", "H", "H", "H", "H", "H", "O", "H", "B", "H", "O", "C", "C", "H", "C", "O", "H", "C", "H", "C", "C", "C", "C", "H", "B", "H"],
  "xyz": [[0.448806, 1.126427, 5.257992], [-6.742417, 0.426687, -1.187829], [-4.734281, -3.380346, -1.606707], [2.913745, 2.533669, -1.368670], [-2.988305, -1.917294, 3.704230], [5.417090, -1.814173, 1.092565], [-2.330588, 3.009494, -2.058947], [5.442735, -0.482997, 1.102239], [0.525269, -3.585687, -3.302796], [-0.645601, -0.991469, 4.030614], [4.264185, -3.452059, 1.326349], [-4.307959, 2.194142, -1.700620], [2.055957, -3.253913, -2.496754], [-2.312965, 1.460261, -4.335922], [-3.254827, 0.396533, -3.332248], [1.313762, 0.590632, 3.359979], [-2.989454, -1.455587, -0.926893], [-5.169890, 1.956895, -2.325580], [1.360122, 0.849523, -4.454748], [-3.038751, 0.894169, -0.520393], [1.891176, 2.174614, -1.452615], [4.013943, -2.207090, 2.575817], [1.907486, 1.094597, -1.281438], [6.862910, 1.337507, 0.720913], [-0.904659, 0.925913, -1.096504], [0.244418, -1.991612, -0.435473], [-0.223962, -2.917481, -0.092829], [1.366793, 2.520495, -2.741978], [-2.702936, -1.041511, 2.182117], [-6.216705, -1.719880, -1.524346], [-4.214096, -0.780059, 3.086379], [6.211739, 1.769522, 2.729910], [-1.399542, -2.253263, -3.480141], [2.175632, 0.389625, -4.227251], [-4.714501, -0.177774, -0.980433], [-4.947723, -2.339125, -1.436333], [-4.552398, 3.119409, -1.175707], [0.455415, -2.020164, -1.885798], [7.347776, 2.944760, 2.055343], [0.504255, 1.922019, 5.997820], [-3.440451, 3.148600, -3.388854], [7.099822, 1.884874, 2.110571], [-0.901272, 0.565135, -2.552095], [0.974399, -3.310247, -2.353234], [-4.049687, -1.363996, -1.093333], [4.518202, 0.230952, 1.395554], [-1.416589, -1.976777, -4.401158], [6.014373, 1.822169, 0.239337], [0.710917, 0.189016, 5.747247], [-0.414746, -1.167293, -0.165788], [1.040488, 2.320936, 3.571042], [2.383286, 1.525013, 4.408561], [-7.162958, -2.168536, -1.775024], [-2.604511, 0.120330, 3.903611], [1.279674, 2.614841, -0.664694], [-0.612204, -1.447241, -2.671970], [7.924525, 1.357175, 2.590119], [-0.934395, 1.093617, 4.860287], [-3.151451, -0.982799, 3.172891], [-3.103586, 2.464937, -2.606639], [1.179165, -1.848783, 0.111806], [-1.325156, -0.021384, 4.247756], [6.656735, -0.086124, 0.731742], [3.345770, -1.972933, 0.944440], [-6.042442, -0.389637, -1.237968], [-4.496645, 1.427406, 0.308989], [-2.523469, 1.207144, -3.294054], [-4.098771, 1.095714, -0.651549], [4.174400, -2.386956, 1.514386], [1.351043, 1.407322, 4.079057], [7.739088, 1.479837, 0.092149], [0.773981, 1.420642, -3.332053], [0.780813, -4.108363, -1.634443]],
  "forces_ev_per_a": [[0.1777, 0.0079, 0.0676], [-0.0642, -0.0101, -0.0293], [0.0965, -0.0066, 0.0060], [0.0221, 0.0993, -0.0841], [0.0324, -0.0099, -0.0029], [0.0048, -0.0318, -0.0074], [0.0408, -0.0838, 0.1041], [0.0145, -0.0539, 0.0326], [-0.0421, -0.0130, -0.0278], [0.0373, -0.0650, 0.0095], [0.0261, -0.0064, 0.0017], [0.2251, 0.1651, -0.0083], [0.0577, -0.0116, 0.0686], [0.0164, -0.0940, -0.0631], [-0.0710, -0.0001, 0.0824], [0.0350, -0.0314, 0.0276], [0.0702, 0.2110, 0.0070], [-0.0501, -0.1223, 0.0537], [-0.3699, -0.2448, 0.2600], [0.0697, 0.0709, 0.1078], [-0.2269, 0.2110, 0.3407], [-0.0232, 0.0467, -0.0022], [0.0193, -0.0450, -0.0203], [0.0689, 0.2181, -0.0742], [0.0102, 0.0527, -0.0451], [0.4466, 0.5243, 0.0328], [-0.0069, -0.0437, 0.0024], [0.4947, -0.5979, 0.0848], [0.0313, -0.0245, 0.0030], [-0.2366, 0.2059, -0.0297], [-0.0061, 0.0243, -0.0112], [-0.0263, 0.0281, -0.0242], [0.9787, -0.2072, -0.4690], [0.2532, 0.2868, -0.2744], [0.0686, -0.0291, -0.0911], [-0.1673, -0.1468, -0.0056], [-0.0487, 0.0448, -0.0358], [-1.0657, -0.7986, -0.1019], [0.0105, 0.0074, -0.0143], [-0.0880, 0.0436, -0.0299], [-0.0052, 0.1092, 0.0597], [-0.0434, -0.1370, 0.0845], [-0.1788, -0.1455, 0.2769], [0.3445, 0.1116, 0.1171], [0.0447, -0.2557, -0.0564], [-0.0834, 0.0864, -0.0063], [-0.5396, 0.1728, 0.0310], [-0.0606, -0.0458, 0.0419], [-0.0623, -0.0609, -0.0612], [0.0331, 0.0581, 0.0060], [0.0339, 0.0480, 0.0524], [0.0032, 0.0061, 0.0214], [0.0217, -0.1176, 0.0051], [-0.0193, 0.0149, 0.0043], [0.0260, 0.0831, 0.0219], [-0.1276, 0.3385, 0.2425], [0.0439, 0.0393, -0.0213], [-0.0331, -0.0196, 0.0777], [-0.0809, -0.0126, -0.0089], [-0.1856, -0.0935, -0.2922], [0.0379, -0.1004, 0.0254], [-0.0151, 0.0697, -0.0878], [0.0160, -0.0142, -0.0081], [0.0095, 0.0297, 0.0159], [0.2207, 0.0617, 0.0451], [0.0357, 0.0005, 0.0534], [0.1283, 0.1357, -0.0867], [-0.1639, 0.0089, 0.1144], [-0.0102, -0.0777, -0.0238], [-0.0390, -0.0046, -0.1596], [0.0213, -0.0738, -0.0029], [-0.0861, 0.2668, -0.3185], [-0.1014, -0.0527, -0.0029]],
  "max_force_ev_per_a": 1.34,
  "homo_ev": -8.131,
  "multiplicity": 1,
  "lumo_ev": 0.37,
  "smiles": "COB(O)[Si@@H](CCCCn1cccc1)B(O)N(C)C.CCOC(=O)OC.CCOC(=O)OC",
  "homo_lumo_gap_ev": 8.50,
  "energy_ha": -1873.94192
}